# 1
Below is C35H37FN5O5Ti as an isolated structure, with properties calculated with ωB97M-V with the def2-TZVPD basis set.

Kohn-Sham gap (spin up / spin down), eV: 3.99 / 6.61
HOMO level (spin up / spin down), eV: -6.7 / -9.3
Max |F|, hartree/bohr: 0.0038
Net charge: +1
Spin multiplicity: 3
Calculated total energy, eV: -80413.13991

XYZ file:
```
84
Properties=species:S:1:pos:R:3:lowdin_spin:R:1
Ti 1.053 1.731 -0.526 0.911
O 3.985 2.151 5.892 0.000
C 2.660 1.691 5.741 0.003
C 2.313 1.645 4.280 0.014
C 1.040 1.253 3.876 -0.003
C 0.744 1.220 2.531 0.014
N 1.632 1.563 1.594 0.004
C 2.864 1.925 1.971 0.014
C 3.239 1.975 3.305 -0.002
C 3.782 2.253 0.852 0.005
C 5.098 2.645 1.040 0.001
C 5.895 2.898 -0.065 0.004
C 7.341 3.302 0.093 0.001
O 7.676 3.695 1.406 0.000
C 5.337 2.746 -1.327 0.001
C 4.016 2.364 -1.440 0.005
N 3.251 2.122 -0.372 0.002
H 4.201 2.194 6.827 0.000
H 1.948 2.352 6.248 0.001
H 2.537 0.686 6.160 0.001
H 0.285 0.974 4.599 0.000
H -0.229 0.918 2.164 0.001
H 4.234 2.268 3.599 0.000
H 5.517 2.755 2.029 0.000
H 7.581 4.080 -0.637 0.000
H 7.968 2.440 -0.143 0.000
H 7.441 4.620 1.531 0.000
H 5.915 2.930 -2.224 0.000
H 3.526 2.244 -2.398 0.000
C -2.022 -3.930 -4.798 0.003
C -2.558 -2.527 -4.554 0.004
N -1.890 -1.854 -3.446 0.073
C -0.894 -0.969 -3.726 0.104
C -0.185 -0.304 -2.780 0.023
C 0.846 0.661 -3.307 0.003
O 1.151 0.648 -4.482 0.007
O 1.353 1.511 -2.447 0.019
C -0.479 -0.559 -1.398 0.194
O 0.183 0.005 -0.397 0.089
C -1.499 -1.479 -1.091 0.035
C -1.833 -1.771 0.258 0.144
C -2.838 -2.664 0.523 0.014
F -3.154 -2.936 1.825 -0.010
C -3.555 -3.318 -0.462 0.147
C -3.227 -3.046 -1.809 0.075
C -2.227 -2.146 -2.126 0.033
N -4.607 -4.249 -0.166 0.017
C -4.167 -5.446 0.528 0.007
C -5.268 -6.487 0.502 0.002
N -6.499 -5.896 1.142 0.000
C -6.923 -4.621 0.457 0.002
C -5.759 -3.651 0.484 0.007
H -2.566 -4.406 -5.614 0.000
H -2.117 -4.554 -3.910 0.001
H -0.966 -3.889 -5.069 0.000
H -3.632 -2.536 -4.360 0.002
H -2.408 -1.910 -5.438 0.001
H -0.675 -0.797 -4.770 0.006
H -1.288 -1.294 1.058 0.012
H -3.779 -3.575 -2.571 0.004
H -3.873 -5.248 1.572 0.000
H -3.295 -5.854 0.018 0.001
H -5.006 -7.385 1.058 0.000
H -5.546 -6.744 -0.518 0.000
H -6.290 -5.686 2.121 0.000
H -7.262 -6.572 1.137 0.000
H -7.797 -4.240 0.981 0.000
H -7.187 -4.894 -0.564 0.000
H -5.552 -3.354 1.525 0.000
H -6.047 -2.752 -0.058 0.001
C -0.510 3.136 -0.177 -0.012
C 0.570 4.130 -0.149 0.005
C 1.240 4.464 -1.335 0.001
C 2.387 5.256 -1.320 0.005
C 2.906 5.712 -0.124 -0.002
C 2.254 5.393 1.070 0.006
C 1.112 4.621 1.057 0.000
H -1.154 3.199 -1.055 0.000
H -1.087 3.069 0.743 0.000
H 0.845 4.115 -2.282 0.001
H 2.871 5.509 -2.255 0.000
H 3.797 6.327 -0.111 0.000
H 2.641 5.761 2.012 0.000
H 0.612 4.382 1.989 0.000
```


# 2
Below is C35H37FP2Sn as an isolated structure, with properties calculated with ωB97M-V with the def2-TZVPD basis set.

Kohn-Sham gap (spin up / spin down), eV: 4.43 / 3.01
HOMO level (spin up / spin down), eV: -12.7 / -12.7
Max |F|, hartree/bohr: 0.0746
Net charge: +2
Spin multiplicity: 1
Calculated total energy, eV: -64001.44472

XYZ file:
```
76
Properties=species:S:1:pos:R:3:mulliken_charge:R:1
Sn 1.982 -1.252 -2.828 0.860
C -2.280 0.083 0.495 -0.280
C -2.660 -0.164 -0.761 -0.075
C -3.027 0.893 -1.745 -0.742
C -1.814 1.563 -2.446 0.199
C -0.858 2.306 -1.536 -0.537
C -0.977 2.747 -0.273 -0.311
C -2.217 2.675 0.590 -0.901
C -2.449 1.312 1.312 -0.611
C 2.936 -0.003 -1.151 -1.185
H -1.839 -0.739 1.039 0.513
H -3.032 -1.153 -1.052 0.452
H -3.630 1.642 -1.215 0.280
H -3.669 0.442 -2.519 0.510
H -1.223 0.770 -2.958 -0.329
H -2.188 2.246 -3.239 0.422
H 0.126 2.430 -2.013 0.482
H -0.124 3.259 0.229 0.380
H -3.068 2.917 -0.060 0.352
H -2.193 3.506 1.325 0.415
H -1.769 1.262 2.177 0.418
H -3.479 1.311 1.711 0.336
H 3.068 -0.714 -0.311 0.325
H 2.216 0.780 -0.823 0.236
H 3.915 0.464 -1.466 0.364
P 0.126 -2.255 -9.133 0.213
P 2.049 0.316 -9.425 0.189
C -0.516 -0.647 -9.741 -0.527
C 0.331 0.386 -9.981 -0.694
C -0.690 -3.419 -10.313 0.301
C -1.854 -3.109 -11.032 0.191
C -2.437 -4.083 -11.853 -0.647
C -1.838 -5.336 -12.002 -0.511
C -0.640 -5.615 -11.337 -0.569
C -0.054 -4.663 -10.508 -0.378
C -0.877 -2.402 -7.604 0.718
C -0.546 -1.525 -6.552 -0.930
C -1.288 -1.529 -5.370 0.196
C -2.380 -2.402 -5.243 -0.404
C -2.707 -3.285 -6.282 -0.721
C -1.943 -3.299 -7.455 -0.411
C 2.751 1.078 -10.996 0.398
C 2.670 0.283 -12.153 -0.309
C 3.009 0.818 -13.394 -0.641
C 3.450 2.142 -13.491 -0.450
C 3.577 2.919 -12.338 -0.597
C 3.254 2.383 -11.085 -0.264
C 2.119 1.753 -8.282 0.403
C 3.261 1.874 -7.461 -0.498
C 3.441 3.011 -6.678 -0.648
C 2.469 4.021 -6.686 -0.504
C 1.303 3.877 -7.450 -0.742
C 1.111 2.722 -8.218 0.045
H -1.608 -0.513 -9.830 0.568
H -0.025 1.286 -10.498 0.859
H -2.314 -2.124 -10.949 0.217
H -3.370 -3.868 -12.373 0.408
H -2.302 -6.094 -12.635 0.399
H -0.170 -6.587 -11.460 0.403
H 0.884 -4.873 -9.992 0.382
H 0.272 -0.813 -6.684 0.357
H -1.021 -0.846 -4.553 0.092
H -2.976 -2.396 -4.328 0.345
H -3.567 -3.959 -6.193 0.385
H -2.199 -3.983 -8.265 0.341
H 2.325 -0.747 -12.062 0.397
H 2.937 0.195 -14.283 0.390
H 3.717 2.555 -14.462 0.389
H 3.938 3.943 -12.408 0.399
H 3.390 2.988 -10.188 0.326
H 4.000 1.071 -7.461 0.415
H 4.342 3.112 -6.066 0.450
H 2.623 4.923 -6.095 0.449
H 0.545 4.664 -7.451 0.441
H 0.183 2.590 -8.776 0.385
F 1.738 -2.687 -1.488 -0.580
```


# 3
Below is C35H37IOsP2 as an isolated structure, with properties calculated with ωB97M-V with the def2-TZVPD basis set.

Kohn-Sham gap (spin up / spin down), eV: 6.52 / 4.64
HOMO level (spin up / spin down), eV: -13.6 / -13.5
Max |F|, hartree/bohr: 0.1778
Net charge: +2
Spin multiplicity: 5
Calculated total energy, eV: -66017.47288

XYZ file:
```
76
Properties=species:S:1:pos:R:3:lowdin_spin:R:1
Os 0.810 -0.188 -6.429 1.862
C -1.745 -0.639 -2.144 0.035
C -2.443 -0.497 -3.281 0.098
C -3.156 0.715 -3.761 0.015
C -2.284 1.964 -4.127 0.012
C -0.823 1.945 -4.247 0.031
C 0.059 1.755 -3.230 0.041
C -0.330 1.579 -1.804 0.008
C -1.309 0.494 -1.294 0.001
C 2.402 0.039 -5.147 0.320
H -1.762 -1.621 -1.621 0.004
H -2.322 -1.328 -3.960 0.003
H -3.905 1.102 -3.035 0.004
H -3.684 0.446 -4.691 0.000
H -2.675 2.401 -5.056 0.001
H -2.460 2.714 -3.338 0.003
H -0.420 2.188 -5.231 0.006
H 1.118 1.691 -3.493 0.001
H -0.774 2.535 -1.496 0.003
H 0.632 1.384 -1.325 0.001
H -0.821 0.005 -0.445 0.002
H -2.154 1.069 -0.853 -0.003
H 2.569 -0.907 -4.607 0.022
H 2.615 0.960 -4.575 0.036
H 3.028 0.023 -6.081 0.063
P -0.494 -1.531 -7.308 0.179
P 1.056 1.223 -7.942 0.066
C -1.437 0.045 -7.677 0.045
C -0.753 1.196 -8.069 0.123
C -0.527 -2.527 -8.750 0.046
C -1.464 -2.214 -9.735 0.011
C -1.553 -3.068 -10.825 0.002
C -0.705 -4.198 -10.899 0.009
C 0.210 -4.497 -9.849 0.001
C 0.299 -3.648 -8.758 0.012
C -1.297 -2.563 -6.079 0.019
C -0.558 -2.961 -4.967 0.011
C -1.184 -3.695 -3.981 0.002
C -2.541 -4.050 -4.120 0.004
C -3.285 -3.602 -5.211 0.002
C -2.664 -2.870 -6.216 0.004
C 1.831 1.124 -9.569 -0.001
C 1.675 -0.045 -10.338 0.001
C 2.321 -0.094 -11.571 0.000
C 3.148 0.962 -11.979 -0.001
C 3.327 2.104 -11.171 0.000
C 2.644 2.186 -9.970 -0.002
C 1.720 2.745 -7.194 0.023
C 3.077 2.723 -6.806 0.007
C 3.542 3.686 -5.915 0.000
C 2.668 4.680 -5.465 0.009
C 1.358 4.788 -5.979 -0.001
C 0.887 3.803 -6.853 0.010
H -2.527 -0.029 -7.577 0.008
H -1.194 2.163 -8.299 0.011
H -2.127 -1.367 -9.612 0.001
H -2.300 -2.860 -11.602 0.000
H -0.766 -4.874 -11.771 0.000
H 0.824 -5.403 -9.892 0.000
H 0.949 -3.851 -7.897 0.001
H 0.490 -2.669 -4.890 0.004
H -0.585 -4.005 -3.101 0.000
H -3.014 -4.626 -3.337 0.000
H -4.357 -3.806 -5.256 0.000
H -3.222 -2.476 -7.063 0.000
H 1.053 -0.859 -9.958 0.001
H 2.160 -0.966 -12.226 0.000
H 3.652 0.928 -12.947 0.000
H 3.965 2.935 -11.476 0.000
H 2.724 3.079 -9.322 0.000
H 3.722 1.905 -7.146 0.001
H 4.588 3.664 -5.587 0.000
H 3.018 5.412 -4.733 0.000
H 0.717 5.617 -5.695 0.000
H -0.138 3.813 -7.240 0.000
I 1.434 -1.501 -2.155 0.821
```


# 4
Below is C35H38Cl3MoNO8S4Sb as an isolated structure, with properties calculated with ωB97M-V with the def2-TZVPD basis set.

Kohn-Sham gap (spin up / spin down), eV: 5.28 / 5.56
HOMO level (spin up / spin down), eV: -7.2 / -7.3
Max |F|, hartree/bohr: 0.0753
Net charge: 0
Spin multiplicity: 2
Calculated total energy, eV: -144084.65290

XYZ file:
```
91
Properties=species:S:1:pos:R:3:lowdin_spin:R:1
Mo 0.257 -0.479 -0.141 0.800
C -1.883 2.071 -1.010 0.000
O -0.941 1.771 0.012 0.007
C -1.270 2.326 1.263 0.000
C -2.493 1.683 1.919 0.000
O -2.110 0.424 2.415 0.000
C -3.201 -0.419 2.713 0.000
H -2.226 3.106 -0.911 0.000
H -2.745 1.394 -0.983 0.000
H -1.369 1.950 -1.966 0.000
H -1.424 3.409 1.151 0.000
H -0.397 2.147 1.896 0.000
H -3.303 1.570 1.184 0.000
H -2.861 2.328 2.736 0.000
H -3.799 -0.007 3.535 0.000
H -2.785 -1.387 2.990 0.000
H -3.842 -0.551 1.836 0.000
S -1.266 -3.607 2.344 0.051
Sb -1.134 -3.724 0.026 0.107
S -2.020 -1.502 -0.509 -0.021
S 1.085 -2.649 -0.373 0.018
Cl 3.163 2.032 -4.992 0.000
C 4.084 1.489 -3.638 0.000
C 5.209 2.194 -3.265 0.000
C 5.954 1.765 -2.180 0.000
C 5.526 0.683 -1.436 0.000
C 4.384 -0.011 -1.800 0.000
Cl 3.817 -1.250 -0.735 0.001
C 3.663 0.331 -2.956 0.000
N 2.554 -0.339 -3.418 0.000
C 2.333 -1.705 -3.466 0.000
C 3.400 -2.604 -3.391 0.001
C 3.188 -3.964 -3.468 0.000
C 1.903 -4.464 -3.606 0.000
C 0.843 -3.582 -3.711 -0.001
C 1.032 -2.205 -3.674 -0.001
C -0.131 -1.293 -3.945 -0.001
C -0.219 0.002 -3.123 0.001
O -0.649 1.030 -3.634 0.000
O 0.141 -0.100 -1.893 0.001
H 5.500 3.068 -3.824 0.000
H 6.857 2.283 -1.905 0.000
H 6.060 0.370 -0.553 0.000
H 1.902 0.252 -3.923 0.000
H 4.403 -2.214 -3.302 0.000
H 4.031 -4.637 -3.435 0.000
H 1.732 -5.530 -3.654 0.000
H -0.158 -3.970 -3.847 0.000
H -1.067 -1.829 -3.754 0.000
H -0.138 -0.994 -4.999 0.000
C 0.357 3.011 4.631 0.000
C 1.814 3.356 4.674 0.000
C 2.360 3.740 5.887 0.000
C 3.698 4.076 5.993 0.000
Cl 4.350 4.502 7.539 0.000
C 4.504 4.069 4.871 0.000
C 3.966 3.703 3.647 0.000
C 2.633 3.318 3.530 0.000
O 2.055 2.872 2.371 0.000
C 2.822 2.824 1.181 0.000
C 2.181 1.818 0.189 0.004
O 2.002 2.115 -0.976 0.003
O 1.922 0.679 0.698 0.022
H -0.240 3.922 4.589 0.000
H 0.073 2.467 5.528 0.000
H 0.130 2.405 3.764 0.000
H 1.729 3.773 6.761 0.000
H 5.543 4.345 4.951 0.000
H 4.613 3.725 2.785 0.000
H 3.836 2.449 1.370 0.000
H 2.871 3.811 0.708 0.000
C 6.383 -2.836 2.863 0.000
C 5.044 -2.169 2.901 0.000
C 4.931 -0.840 3.293 0.000
C 3.706 -0.199 3.291 0.000
C 2.572 -0.904 2.920 0.000
C 2.654 -2.242 2.570 0.000
C 3.889 -2.863 2.550 0.000
S 1.004 -0.036 2.878 0.002
C 0.266 -0.924 4.293 0.001
O 0.204 -0.699 1.737 0.005
H 7.178 -2.120 3.049 0.000
H 6.552 -3.299 1.894 0.000
H 6.446 -3.612 3.623 0.000
H 5.815 -0.301 3.600 0.000
H 3.630 0.838 3.579 0.000
H 1.758 -2.782 2.299 0.000
H 3.951 -3.899 2.253 0.000
H 0.208 -1.980 4.048 0.002
H -0.735 -0.531 4.430 0.000
H 0.873 -0.750 5.175 0.000
```


# 5
Below is C35H39AsBrCdN3O9P3SSe2 as an isolated structure, with properties calculated with ωB97M-V with the def2-TZVPD basis set.

Kohn-Sham gap, eV: 4.93
HOMO level, eV: -3.8
Max |F|, hartree/bohr: 0.0782
Net charge: -1
Spin multiplicity: 1
Calculated total energy, eV: -364673.13682

XYZ file:
```
95
Properties=species:S:1:pos:R:3:mulliken_charge:R:1
Cd 3.039 0.830 1.050 1.766
C 3.140 -2.474 -2.341 -1.604
C 3.258 -1.421 -1.268 0.864
O 2.110 -0.595 -0.907 -0.309
P 4.498 -0.189 -1.767 0.574
O 3.991 0.424 -3.111 -0.679
O 5.841 -0.942 -2.145 -0.526
O 4.646 0.737 -0.585 -0.800
P 3.943 -2.238 0.347 0.639
O 2.988 -3.499 0.595 -0.401
O 5.228 -2.723 -0.263 -0.907
O 3.930 -1.191 1.419 -0.484
H 2.477 -2.176 -3.179 0.408
H 2.754 -3.373 -1.900 0.375
H 4.082 -2.854 -2.827 0.244
H 1.378 -1.163 -0.601 0.155
H 3.354 1.219 -2.866 0.484
H 5.918 -1.559 -1.396 0.465
H 2.144 -3.417 1.117 0.486
Se -3.561 -0.629 -0.157 -0.559
P -3.636 1.500 -0.644 0.524
Se -1.934 2.512 -1.663 -0.461
C -5.243 1.832 -1.398 0.330
C -5.430 2.268 -2.699 -0.431
C -6.735 2.340 -3.157 -0.305
C -7.846 2.062 -2.359 -0.542
C -7.625 1.667 -1.069 -0.521
C -6.314 1.575 -0.560 -0.525
C -3.729 2.404 0.917 0.398
C -3.740 1.771 2.185 -0.294
C -3.990 2.557 3.324 -0.596
C -4.077 3.931 3.180 -0.381
C -4.065 4.522 1.893 -0.618
C -3.959 3.724 0.765 -0.468
H -4.567 2.462 -3.315 0.344
H -6.874 2.681 -4.195 0.301
H -8.843 2.145 -2.768 0.371
H -8.443 1.482 -0.420 0.401
H -6.170 1.202 0.427 0.363
H -3.310 0.766 2.325 0.264
H -3.995 2.079 4.284 0.409
H -4.120 4.590 4.072 0.306
H -4.198 5.590 1.796 0.385
H -4.200 4.134 -0.210 0.319
C -1.194 -4.963 3.016 -0.568
C -0.112 -4.172 2.583 -0.022
N 0.365 -4.277 1.355 -0.369
C -0.301 -4.942 0.418 -0.473
C -1.465 -5.701 0.754 0.653
C -1.883 -5.726 2.139 -0.535
C -2.184 -6.566 -0.167 -0.654
C -2.417 -6.445 -1.547 -0.629
C -2.053 -5.410 -2.452 0.890
C -1.880 -5.676 -3.806 -0.606
C -1.615 -4.682 -4.646 -0.220
N -1.324 -3.476 -4.216 -0.529
C -1.443 -3.292 -2.918 -0.397
N -1.859 -4.157 -2.019 -0.293
H -1.487 -4.944 4.095 0.282
H 0.280 -3.372 3.223 0.195
H 0.100 -4.983 -0.600 0.531
H -2.748 -6.299 2.411 0.467
H -2.582 -7.491 0.274 0.358
H -2.924 -7.270 -2.043 0.329
H -1.875 -6.732 -4.102 0.333
H -1.537 -4.832 -5.743 0.359
H -1.161 -2.310 -2.520 0.705
Br 5.785 7.208 -0.082 -0.227
C 4.973 6.114 -1.360 0.115
C 4.972 6.494 -2.706 -0.214
C 4.213 5.826 -3.678 -0.772
C 3.509 4.651 -3.244 -0.335
C 3.526 4.320 -1.861 0.365
C 4.167 5.086 -0.917 -0.260
C 2.820 3.050 -1.487 0.451
O 2.656 2.793 -0.283 -0.803
O 2.441 2.283 -2.469 -0.775
H 5.701 7.293 -3.002 0.274
H 4.200 6.070 -4.712 0.420
H 3.069 3.917 -3.937 0.461
H 3.920 4.853 0.134 0.430
C 1.035 -0.068 5.468 -0.868
As 2.243 0.971 4.261 0.568
C 2.798 2.774 4.822 -0.908
C 4.009 0.056 4.353 -1.115
S 1.147 1.118 2.388 -0.387
H 0.693 -0.935 4.872 0.147
H 0.180 0.491 5.806 0.358
H 1.654 -0.344 6.311 0.403
H 1.862 3.245 5.181 0.349
H 3.157 3.274 3.842 0.244
H 3.521 2.788 5.624 0.401
H 3.950 -0.219 5.412 0.446
H 4.804 0.763 4.236 0.390
H 4.186 -0.715 3.613 0.276
```


Among the records above, which one has the highest calculated total energy?
C35H37FP2Sn


Look up the max |F| of the fifth one.
0.0782 hartree/bohr


max |F| of number 1 (C35H37FN5O5Ti)?
0.0038 hartree/bohr


net charge of number 2 (C35H37FP2Sn)?
+2